1.
DFT (ωB97M-V/def2-TZVPD) results for a molecular structure, C34H35N7OS3Se2W at a distorted geometry.

Computed properties:
energy above the lowest of the compared OMol25 structures with the same formula, charge and spin: 0.022 eV
net charge: +2
calculated total energy: -213312.432 eV

Geometry (Å):
W: -0.51437 -0.82161 -0.21947
Se: -2.37116 -1.49358 1.42551
Se: 0.50419 -2.99980 1.13400
S: 0.98555 3.51099 0.88523
S: -3.48344 4.20690 0.60520
S: 0.38835 2.37179 -2.14470
O: -1.21603 0.83826 -0.06831
N: 2.99817 0.67542 -0.06208
N: 3.60014 -0.53633 -0.24107
N: -0.06406 -0.21891 1.97761
N: 1.53235 -0.80306 -0.56889
N: -1.13758 -2.95837 -0.90409
N: -0.91029 -0.80643 -2.24692
N: 1.76992 0.50194 -0.26312
C: -5.15196 2.33030 0.98700
C: 0.81082 0.54474 4.04237
C: 1.20771 -1.95203 -3.22323
C: -1.73961 3.75918 -2.18728
C: -0.61612 2.91703 1.11138
C: -5.05011 3.67982 1.02384
C: -1.04441 4.04515 -3.39687
C: 1.12521 3.94657 2.52556
C: -2.92841 2.59329 0.34313
C: 2.68223 -1.42908 -0.50691
C: -2.42526 -4.63532 -1.96028
C: 0.02825 -1.03897 -3.30626
C: 4.85942 -0.45292 2.48365
C: -3.92397 1.70873 0.60381
C: 0.91680 0.35716 2.68262
C: -1.46614 2.34838 -0.00709
C: -1.09903 -5.17081 -0.02682
C: -1.00575 3.06761 2.41379
C: 0.12118 3.35771 -3.50501
C: -1.18275 -0.59642 2.60215
C: 4.92194 -2.75974 1.46556
C: -3.25469 0.16375 -2.04242
C: -1.73506 0.09265 -4.10283
C: -1.98068 -3.33562 -1.87485
C: -1.99055 -0.12305 -2.77785
C: -0.46214 -0.46068 -4.42332
C: -1.99220 -5.56137 -1.01337
C: -0.00538 3.65869 3.22958
C: 5.06202 -0.71383 -0.02636
C: -0.35404 0.15180 4.68958
C: 5.39177 -1.31513 1.33805
C: -1.37921 -0.42128 3.95852
C: -1.08479 2.86766 -1.38571
C: -0.69486 -3.85112 -0.02096
H: 5.48768 0.28114 -0.12148
H: 5.30531 -3.38890 0.65797
H: -0.46063 0.28851 5.75892
H: 2.03121 4.41928 2.88049
H: 5.27690 -3.18326 2.40519
H: 0.84614 3.37320 -4.30749
H: 2.85970 -2.47155 -0.71403
H: 2.15825 -1.41654 -3.10465
H: 1.78290 0.69869 2.13691
H: -0.13540 3.88719 4.28000
H: -3.22809 1.09672 -1.48704
H: -0.72481 -5.85796 0.72048
H: -1.98861 2.78998 2.77535
H: -5.81186 4.40339 1.27975
H: -2.68227 4.22363 -1.94251
H: -2.42748 0.56162 -4.78824
H: 5.02936 0.61375 2.31213
H: 5.43646 -1.33817 -0.83523
H: 6.48346 -1.30653 1.37249
H: 5.35376 -0.72246 3.41776
H: -2.27653 -2.57608 -2.58715
H: 0.00982 -0.49655 -5.39534
H: -3.49292 -0.63636 -1.33638
H: -4.07647 0.24397 -2.75292
H: 3.78574 -0.62022 2.62816
H: -2.34982 -6.58308 -1.05019
H: 1.09772 -2.67150 -2.41389
H: -3.09561 -4.91989 -2.75930
H: 3.83020 -2.83262 1.48577
H: -3.80346 0.64213 0.54994
H: -1.41354 4.72864 -4.15033
H: -6.06031 1.78780 1.21550
H: 1.62783 1.00483 4.58095
H: 1.28423 -2.51337 -4.15356
H: -2.30080 -0.74947 4.41989

Forces on atoms 1 to 6 (eV/Å):
W -2.469 -1.237 -0.618
Se 0.127 -0.098 -0.118
Se 0.133 0.284 0.044
S 0.072 0.054 -0.087
S 0.135 0.206 -0.049
S 0.086 -0.026 0.016

Just the Löwdin charges please, in e? Sure, here they are: number 1, W, carries 1.618; number 2, Se, carries 0.879; number 3, Se, carries 0.836; number 4, S, carries 1.056; number 5, S, carries 1.111; number 6, S, carries 1.020; number 7, O, carries -0.382; number 8, N, carries 0.149; number 9, N, carries -0.013; number 10, N, carries -0.164; number 11, N, carries -0.185; number 12, N, carries -0.181; number 13, N, carries -0.152; number 14, N, carries -0.052; number 15, C, carries -0.144; number 16, C, carries -0.029; number 17, C, carries -0.042; number 18, C, carries -0.096; number 19, C, carries -0.485; number 20, C, carries -0.367; number 21, C, carries -0.140; number 22, C, carries -0.376; number 23, C, carries -0.485; number 24, C, carries -0.167; number 25, C, carries -0.010; number 26, C, carries -0.332; number 27, C, carries -0.058; number 28, C, carries -0.148; number 29, C, carries -0.131; number 30, C, carries -0.389; number 31, C, carries -0.050; number 32, C, carries -0.129; number 33, C, carries -0.363; number 34, C, carries -0.685; number 35, C, carries -0.060; number 36, C, carries -0.024; number 37, C, carries -0.008; number 38, C, carries -0.084; number 39, C, carries -0.376; number 40, C, carries -0.029; number 41, C, carries -0.003; number 42, C, carries -0.160; number 43, C, carries -0.063; number 44, C, carries -0.010; number 45, C, carries -0.398; number 46, C, carries -0.049; number 47, C, carries -0.467; number 48, C, carries -0.743; number 49, H, carries 0.137; number 50, H, carries 0.092; number 51, H, carries 0.131; number 52, H, carries 0.082; number 53, H, carries 0.096; number 54, H, carries 0.084; number 55, H, carries 0.142; number 56, H, carries 0.078; number 57, H, carries 0.086; number 58, H, carries 0.119; number 59, H, carries 0.043; number 60, H, carries 0.125; number 61, H, carries 0.126; number 62, H, carries 0.084; number 63, H, carries 0.092; number 64, H, carries 0.127; number 65, H, carries 0.087; number 66, H, carries 0.140; number 67, H, carries 0.149; number 68, H, carries 0.094; number 69, H, carries 0.122; number 70, H, carries 0.126; number 71, H, carries 0.059; number 72, H, carries 0.108; number 73, H, carries 0.061; number 74, H, carries 0.130; number 75, H, carries 0.054; number 76, H, carries 0.125; number 77, H, carries 0.048; number 78, H, carries 0.032; number 79, H, carries 0.118; number 80, H, carries 0.115; number 81, H, carries 0.127; number 82, H, carries 0.100; number 83, H, carries 0.125

***

2.
DFT (ωB97M-V/def2-TZVPD) results for C6H7NO3 in the gas phase at a distorted geometry.

Computed properties:
energy above the lowest of the compared OMol25 structures with the same formula, charge and spin: 2.750 eV
net charge: 0
calculated total energy: -13965.211 eV

Geometry (Å):
O: 1.29880 -1.57484 -0.49486
O: 0.98449 1.85882 0.01897
O: -1.75147 1.24176 0.11432
N: 2.91105 -0.24614 0.27514
C: 1.75043 -0.35398 -0.23629
C: -0.74421 0.25018 0.17542
C: -1.83966 0.18751 -0.82523
C: -1.33720 -0.94687 0.93576
C: -2.46575 -1.01931 -0.13603
C: 0.65528 0.69705 -0.03560
H: -3.49952 -0.87442 0.20255
H: -0.69082 -1.82808 0.93536
H: 1.81647 -2.15809 0.15821
H: -1.82102 0.45753 -1.88145
H: -1.63813 -0.70173 1.96177
H: -2.39946 -1.92626 -0.74863
H: 3.09221 0.71889 0.55093

Forces on atoms 1 to 6 (eV/Å):
O 0.192 -2.238 0.906
O -0.270 -0.374 -0.066
O -0.063 0.115 0.161
N -0.478 0.634 -0.689
C 0.701 0.283 2.319
C -0.004 -0.218 -0.291

Just the Löwdin charges please, in e? Sure, here they are: number 1, O, carries 0.043; number 2, O, carries 0.141; number 3, O, carries 0.056; number 4, N, carries 0.180; number 5, C, carries -0.418; number 6, C, carries -0.318; number 7, C, carries -0.171; number 8, C, carries -0.056; number 9, C, carries -0.081; number 10, C, carries -0.224; number 11, H, carries 0.115; number 12, H, carries 0.104; number 13, H, carries 0.166; number 14, H, carries 0.159; number 15, H, carries 0.121; number 16, H, carries 0.117; number 17, H, carries 0.067

***

3.
DFT (ωB97M-V/def2-TZVPD) results for a molecular structure, C32H22BF4IMnP at a distorted geometry.

Computed properties:
2S+1: 5
energy above the lowest of the compared OMol25 structures with the same formula, charge and spin: 0.439 eV
net charge: 0
⟨S²⟩: 6.218
calculated total energy: -93802.052 eV

Geometry (Å):
I: -2.02658 2.27383 -0.76675
Mn: -0.83002 -0.14494 0.36920
P: 1.50920 0.46345 0.65184
F: -0.93095 0.31401 2.35841
F: -1.48313 2.50722 2.88671
F: -2.42586 0.74245 4.06771
F: -3.01383 1.17591 1.92062
C: -3.70182 1.02568 -1.17277
C: -5.02457 -2.35489 -0.44930
C: 3.12449 1.47993 2.69286
C: 2.38076 -0.74349 -0.30902
C: -3.73477 -0.33646 -0.71870
C: 0.15234 -1.46650 -1.12617
C: 1.95153 4.22012 -1.88311
C: 2.55207 -0.69835 4.31747
C: -5.95444 -0.45866 -1.69655
C: -2.68321 -0.96304 -0.05154
C: -2.84616 -2.20958 0.44542
C: 4.36436 -1.97237 -0.94574
C: 2.04128 -0.62877 3.03527
C: -5.79497 0.77975 -2.24335
C: 2.22253 -2.49463 -2.03336
C: 0.09580 -2.97961 -3.01047
C: 3.55562 1.45845 4.00710
C: 1.80328 2.03513 -0.15986
C: -4.69909 1.56461 -1.99396
C: 2.68199 2.02903 -1.23347
C: -4.89186 -1.05736 -0.98400
C: -0.52389 -2.14903 -2.03839
C: 1.01805 4.22638 -0.86984
C: 2.78287 3.12537 -2.08955
C: 3.72100 -0.99596 -0.11411
C: 2.29053 0.47283 2.23883
C: 3.63066 -2.61535 -1.92555
C: 1.43683 -3.22523 -2.95645
C: 1.60538 -1.50335 -1.21721
C: -3.99808 -2.91950 0.28816
C: 3.21777 0.39750 4.84749
C: 0.90858 3.11900 -0.03600
B: -2.05934 1.23885 2.89618
H: 0.34232 5.05141 -0.91894
H: 3.51390 3.16838 -2.93091
H: 3.45135 0.44465 5.93516
H: 4.25548 -0.57456 0.68885
H: -5.98903 -2.91044 -0.60772
H: -1.62790 -2.07234 -2.12472
H: 1.45271 -1.42783 2.69823
H: 2.07622 5.08456 -2.49107
H: 4.17545 -3.30235 -2.59832
H: -0.55955 -3.53234 -3.65880
H: -6.85613 -0.95971 -1.83714
H: 2.30081 -1.60198 4.90059
H: -4.53664 2.56659 -2.39156
H: 5.44916 -2.10408 -0.91970
H: 3.20116 1.03350 -1.41321
H: -2.06588 -2.66092 1.11224
H: -6.57317 1.16294 -2.86171
H: 2.00302 -3.89835 -3.56922
H: 3.30407 2.31680 2.02121
H: -4.01234 -3.87433 0.79329
H: 0.14877 3.10036 0.71951
H: 4.12187 2.25760 4.45590

Forces on atoms 1 to 6 (eV/Å):
I -0.490 -0.809 -0.372
Mn -0.197 -0.717 -0.565
P -0.597 0.272 -0.125
F -0.200 -0.136 -0.164
F 0.113 -0.257 0.334
F -0.221 -0.333 1.252

Just the Löwdin charges please, in e? Sure, here they are: number 1, I, carries 1.259; number 2, Mn, carries 0.717; number 3, P, carries 1.061; number 4, F, carries -0.100; number 5, F, carries 0.119; number 6, F, carries 0.229; number 7, F, carries 0.104; number 8, C, carries -0.512; number 9, C, carries -0.014; number 10, C, carries -0.067; number 11, C, carries -0.353; number 12, C, carries -0.249; number 13, C, carries -0.110; number 14, C, carries -0.085; number 15, C, carries -0.068; number 16, C, carries -0.016; number 17, C, carries -0.218; number 18, C, carries -0.151; number 19, C, carries -0.052; number 20, C, carries -0.097; number 21, C, carries -0.097; number 22, C, carries -0.170; number 23, C, carries -0.059; number 24, C, carries -0.072; number 25, C, carries -0.351; number 26, C, carries -0.145; number 27, C, carries -0.075; number 28, C, carries -0.179; number 29, C, carries -0.128; number 30, C, carries -0.101; number 31, C, carries -0.061; number 32, C, carries -0.064; number 33, C, carries -0.369; number 34, C, carries -0.028; number 35, C, carries -0.032; number 36, C, carries -0.174; number 37, C, carries -0.080; number 38, C, carries -0.073; number 39, C, carries -0.196; number 40, B, carries -1.262; number 41, H, carries 0.103; number 42, H, carries 0.120; number 43, H, carries 0.120; number 44, H, carries 0.096; number 45, H, carries 0.129; number 46, H, carries 0.107; number 47, H, carries 0.096; number 48, H, carries 0.099; number 49, H, carries 0.120; number 50, H, carries 0.101; number 51, H, carries 0.095; number 52, H, carries 0.119; number 53, H, carries 0.091; number 54, H, carries 0.106; number 55, H, carries 0.117; number 56, H, carries 0.124; number 57, H, carries 0.101; number 58, H, carries 0.107; number 59, H, carries 0.110; number 60, H, carries 0.107; number 61, H, carries 0.046; number 62, H, carries 0.103

***

4.
DFT (ωB97M-V/def2-TZVPD) results for C21H25BrN4O3 in the gas phase.

Computed properties:
energy above the lowest of the compared OMol25 structures with the same formula, charge and spin: 0.015 eV
net charge: 0
calculated total energy: -104329.939 eV

Geometry (Å):
Br: -2.01145 -1.40513 5.66121
O: 0.38017 -2.19644 0.43355
O: -2.13665 -2.63037 -0.00368
O: -3.91886 0.64158 -1.89512
N: -4.26480 0.04644 0.25099
N: 0.15502 0.04660 0.70089
N: -2.22584 -0.39198 -0.76924
N: 3.11652 1.19734 2.73445
C: 1.75583 0.90700 2.35596
C: -0.08953 1.18332 -3.33745
C: -2.74300 -0.96578 3.96188
C: -3.49332 0.11307 -0.89498
C: 0.47081 0.08203 -3.97275
C: -3.99370 -0.37235 3.88806
C: 3.96726 0.03091 2.83367
C: -3.78993 -0.30069 1.49269
C: -2.01440 -1.24809 2.81992
C: -2.53704 -0.91127 1.58293
C: 0.10072 -1.18733 -3.54919
C: -4.51558 -0.04049 2.65455
C: -1.33759 -0.25236 -1.87795
C: 1.48948 0.26099 -5.06131
C: 1.54814 0.34757 0.92981
C: -0.80329 -1.36090 -2.51784
C: -0.98132 1.02359 -2.29482
C: -0.29897 -1.18944 0.48091
C: 3.73586 2.25587 1.96803
C: 2.89716 0.33575 -4.46571
C: -1.83431 -1.29794 0.30042
H: 3.12132 -0.57268 -3.91110
H: 0.17733 2.17909 -3.66114
H: 0.51517 -2.05570 -4.04025
H: 1.35938 0.18187 3.07256
H: 4.24393 -0.39286 1.85758
H: 2.09574 -0.58771 0.80293
H: 4.88214 0.31474 3.35311
H: -1.41813 1.88470 -1.81177
H: -4.55232 -0.17246 4.78905
H: -1.10203 -2.35293 -2.21909
H: 1.28325 1.17862 -5.61532
H: -1.28817 -3.11649 0.00697
H: 3.99703 1.95905 0.94135
H: 4.65115 2.55915 2.47565
H: -5.19081 0.44136 0.16841
H: 1.88656 1.07071 0.18218
H: 1.43823 -0.57796 -5.75747
H: 2.97594 1.18079 -3.78511
H: 3.46144 -0.73440 3.41866
H: 1.17801 1.83178 2.45773
H: -1.05589 -1.73939 2.89001
H: 3.63780 0.45436 -5.25300
H: -5.48942 0.41937 2.58364
H: 3.06492 3.11232 1.92777
H: -0.49994 0.81315 0.71675

Forces on atoms 1 to 6 (eV/Å):
Br -0.061 0.028 -0.120
O 0.192 -0.287 0.062
O 0.046 -0.180 -0.091
O -0.096 0.055 -0.343
N -0.341 -0.017 -0.304
N 0.089 0.200 0.165

Just the Löwdin charges please, in e? Sure, here they are: number 1, Br, carries 0.727; number 2, O, carries 0.091; number 3, O, carries 0.061; number 4, O, carries 0.097; number 5, N, carries 0.173; number 6, N, carries 0.105; number 7, N, carries 0.102; number 8, N, carries -0.287; number 9, C, carries -0.194; number 10, C, carries -0.025; number 11, C, carries -0.674; number 12, C, carries -0.475; number 13, C, carries -0.247; number 14, C, carries -0.120; number 15, C, carries -0.104; number 16, C, carries -0.179; number 17, C, carries -0.057; number 18, C, carries -0.065; number 19, C, carries -0.016; number 20, C, carries -0.006; number 21, C, carries -0.210; number 22, C, carries -0.214; number 23, C, carries -0.138; number 24, C, carries 0.014; number 25, C, carries -0.007; number 26, C, carries -0.438; number 27, C, carries -0.110; number 28, C, carries -0.095; number 29, C, carries -0.359; number 30, H, carries 0.074; number 31, H, carries 0.115; number 32, H, carries 0.118; number 33, H, carries 0.121; number 34, H, carries 0.084; number 35, H, carries 0.119; number 36, H, carries 0.084; number 37, H, carries 0.122; number 38, H, carries 0.103; number 39, H, carries 0.118; number 40, H, carries 0.109; number 41, H, carries 0.102; number 42, H, carries 0.082; number 43, H, carries 0.083; number 44, H, carries 0.162; number 45, H, carries 0.122; number 46, H, carries 0.109; number 47, H, carries 0.071; number 48, H, carries 0.087; number 49, H, carries 0.119; number 50, H, carries 0.118; number 51, H, carries 0.068; number 52, H, carries 0.115; number 53, H, carries 0.085; number 54, H, carries 0.157